Record 1
Computed, not measured: 3 unconnected molecules or ions with the total composition C29H59N3O11P2 in a non-equilibrium geometry, with the ωB97M-V functional and the def2-TZVPD basis.

M (g/mol): 687.75
Orbital gap (eV): 7.6
Energy (eV): -76585.506
SMILES string: CCC[C@H](C)[C@](C#N)(CCCCNC(C)=O)[C@](O)(C#N)OCC.CCOP(=O)(OCC)OCC.CCOP(=O)(OCC)OCC
E_LUMO (eV): -1.91

Structure (ORCA input):
```
! wB97M-V def2-TZVPD RIJCOSX def2/J DEFGRID3
* xyz 0 1
C 2.00614 -0.56137 3.05156
C 1.45462 -0.03286 1.59630
C 0.74706 -1.20475 0.67447
C 0.96731 -0.86109 -0.91740
C -0.50027 -1.18606 -1.65127
C 2.18120 -1.68901 -1.64300
C 1.47107 -3.05367 -2.29939
N 0.92689 -4.20862 -2.62002
C 3.36958 -2.20850 -0.64092
C 4.52343 -3.14456 -1.40873
C 5.49545 -3.84469 -0.24184
C 5.30363 -5.50614 -0.24521
N 4.24019 -5.95151 0.75021
C 3.30372 -6.89143 -0.01672
C 1.71456 -6.52414 -0.27969
O 3.81894 -8.04586 -0.49952
C 2.78426 -0.86240 -2.96610
O 1.78759 0.12633 -3.49641
C 2.99308 -1.95774 -4.20294
N 3.37041 -2.58532 -5.29735
O 4.02388 -0.17820 -2.56761
C 4.72140 0.43270 -3.70954
C 6.16241 -0.30386 -4.08812
H 1.79216 -1.70717 3.18475
H 1.44485 -0.01832 3.95410
H 3.13591 -0.25967 3.15655
H 2.26398 0.58455 0.97387
H 0.59938 0.76269 1.84141
H -0.42589 -1.09677 0.87064
H 1.02043 -2.29939 0.98673
H 1.13273 0.31971 -0.97627
H -0.97722 -2.18668 -1.27603
H -0.45709 -1.06737 -2.81835
H -1.22007 -0.31535 -1.26670
H 2.98693 -2.89035 0.25563
H 3.97049 -1.29746 -0.18610
H 5.24082 -2.50612 -2.07766
H 4.06357 -4.04031 -2.00479
H 6.60739 -3.65271 -0.56752
H 5.23771 -3.47392 0.83944
H 5.12934 -5.93530 -1.33281
H 6.32036 -6.00315 0.13321
H 3.66947 -5.09237 0.99349
H 1.50094 -6.57924 -1.43125
H 1.08487 -7.30212 0.35789
H 1.54282 -5.43556 0.16448
H 2.05888 0.98121 -3.00672
H 5.02514 1.53279 -3.35960
H 4.07338 0.57145 -4.67389
H 6.37323 -0.31523 -5.26125
H 7.03683 0.36937 -3.63512
H 6.28519 -1.36756 -3.61559
C -2.35033 6.27710 0.45554
C -2.11317 5.75541 1.85684
O -0.81466 5.20549 1.98934
P 0.48657 6.22607 2.11001
O 0.05990 6.82342 3.47334
O 1.55305 5.11769 2.75065
C 2.13093 5.33689 4.02959
C 1.28356 4.70538 5.12221
O 0.96329 5.55867 0.58678
C 0.98048 6.39575 -0.55532
C 1.42357 7.81944 -0.27903
H -1.73063 7.15814 0.26539
H -3.39590 6.56386 0.31477
H -2.08913 5.51998 -0.29115
H -2.27814 6.54257 2.59879
H -2.82635 4.95209 2.06705
H 2.28732 6.40425 4.20464
H 3.12388 4.87401 4.02821
H 0.22088 4.92623 5.01303
H 1.61427 5.04643 6.11117
H 1.37733 3.61161 5.09142
H -0.00428 6.38158 -1.02608
H 1.67442 5.94252 -1.27042
H 0.74747 8.32033 0.41987
H 1.43803 8.39852 -1.20797
H 2.42453 7.83555 0.16154
C -5.89812 -4.32596 -0.42755
C -6.18335 -3.70090 0.92152
O -5.62999 -2.40042 1.01454
P -6.38076 -1.14510 0.23360
O -7.66421 -1.20053 1.09803
O -5.66311 0.08667 1.09617
C -6.45778 0.98500 1.85721
C -6.62407 0.48602 3.28341
O -4.94679 -1.08317 -0.73220
C -5.03129 -1.40189 -2.10940
C -6.31120 -0.94080 -2.77932
H -6.45267 -3.80685 -1.21459
H -6.19519 -5.37797 -0.44384
H -4.83280 -4.25695 -0.67117
H -7.25894 -3.67950 1.12147
H -5.71632 -4.30662 1.70454
H -7.42254 1.15286 1.37202
H -5.94424 1.95264 1.86958
H -6.88524 -0.57197 3.33275
H -7.39654 1.06411 3.80573
H -5.68271 0.59882 3.83765
H -4.89262 -2.47689 -2.23863
H -4.18144 -0.91673 -2.60003
H -7.18987 -1.41457 -2.33219
H -6.29492 -1.19669 -3.84362
H -6.43324 0.14149 -2.67922
*
```


Record 2
Computed, not measured: 6 unconnected molecules or ions with the total composition C29H60B2BrNO15 in a non-equilibrium geometry, with the ωB97M-V functional and the def2-TZVPD basis.

M (g/mol): 764.32
Orbital gap (eV): 9.5
Energy (eV): -134648.182
SMILES string: CCOB(O)[C@H](OC(=O)B(O)N(C)C)[C@@H](Br)CC.CCOC(C)=O.CCOC(C)=O.CCOC(C)=O.CCOC(C)=O.CCOC(C)=O
E_LUMO (eV): 0.41

Structure (ORCA input):
```
! wB97M-V def2-TZVPD RIJCOSX def2/J DEFGRID3
* xyz 0 1
C 0.25714 -3.92610 0.58531
C -0.83662 -3.41356 1.52138
O -1.35786 -2.15788 1.05953
B -1.58318 -1.17945 1.98145
O -0.73824 -0.92388 3.03911
C -2.91387 -0.29632 1.83056
O -3.87325 -0.88482 0.92648
C -4.74204 -1.74531 1.47934
O -4.56158 -2.27802 2.55903
B -6.04543 -2.04577 0.59082
O -5.84994 -2.48443 -0.70547
N -7.35282 -1.86752 1.15392
C -7.63153 -3.03929 2.02659
C -8.37260 -1.67556 0.11236
C -2.65663 1.12403 1.32457
Br -1.93558 2.17047 2.81945
C -1.66272 1.24115 0.17577
C -1.97621 0.34574 -1.03352
H 0.49701 -3.13158 -0.12076
H -0.06955 -4.77875 0.00013
H 1.17339 -4.15251 1.11531
H -1.65767 -4.12792 1.54315
H -0.46356 -3.32876 2.53836
H 0.13868 -0.69786 2.70680
H -3.33055 -0.22377 2.83510
H -5.07779 -3.05379 -0.71721
H -8.66296 -3.35217 1.89988
H -7.46988 -2.80802 3.07463
H -6.99705 -3.89287 1.77723
H -8.80249 -2.62000 -0.22374
H -7.91833 -1.17043 -0.73536
H -9.18450 -1.05522 0.48838
H -3.58225 1.62296 1.05646
H -0.64393 1.07450 0.52613
H -1.68712 2.27855 -0.16028
H -3.03686 0.16972 -1.16761
H -1.49027 -0.61940 -0.91068
H -1.54183 0.79824 -1.92230
C 1.87868 3.61434 -0.74672
C 2.83239 3.29426 0.38288
O 2.39469 2.16276 1.14563
C 2.66155 0.89200 0.80215
C 3.22768 0.60132 -0.56366
O 2.38132 0.02122 1.58730
H 1.82793 2.80094 -1.46957
H 2.20196 4.51473 -1.26981
H 0.87421 3.77710 -0.35250
H 3.85641 3.14828 0.03542
H 2.85293 4.11612 1.09729
H 2.40524 0.36075 -1.23746
H 3.87300 -0.27033 -0.47700
H 3.81188 1.41235 -0.99630
C 2.54438 2.52596 -6.31348
C 2.49754 3.45478 -5.11894
O 3.06897 2.85674 -3.95081
C 4.38669 2.88407 -3.67929
C 5.36186 3.33622 -4.73866
O 4.75815 2.48667 -2.60951
H 3.56911 2.28974 -6.60009
H 2.04599 2.98314 -7.16819
H 2.04440 1.58673 -6.07829
H 2.96588 4.41807 -5.32392
H 1.46348 3.65916 -4.84687
H 5.72828 2.45776 -5.26809
H 6.19918 3.81746 -4.24046
H 4.94978 4.03935 -5.45784
C 6.22159 2.93360 4.58265
C 5.40375 3.13285 3.32408
O 6.22946 3.34344 2.17500
C 6.74107 2.33244 1.44424
C 6.63889 0.91515 1.96130
O 7.30908 2.59351 0.42249
H 6.84161 2.03895 4.52201
H 5.56647 2.83862 5.44866
H 6.88603 3.78358 4.73721
H 4.70427 2.31408 3.14858
H 4.80698 4.03932 3.41019
H 7.55627 0.67548 2.49735
H 6.55105 0.25160 1.10490
H 5.78733 0.73312 2.61251
C 6.44829 -5.90485 2.43318
C 5.37798 -4.83500 2.37439
O 4.16851 -5.31747 1.78472
C 3.21618 -5.96360 2.48447
C 3.51176 -6.43329 3.89035
O 2.17084 -6.19640 1.94627
H 6.14912 -6.73983 3.06684
H 7.37681 -5.49120 2.82712
H 6.63710 -6.30113 1.43584
H 5.17934 -4.39377 3.35193
H 5.69848 -4.02392 1.72332
H 3.84750 -7.46841 3.84547
H 2.58763 -6.39049 4.46040
H 4.25594 -5.84041 4.41586
C -6.26292 2.02461 -2.25841
C -7.64283 2.49661 -1.84613
O -8.13564 3.52377 -2.70823
C -8.77540 3.26478 -3.86647
C -8.77256 1.85683 -4.41897
O -9.28413 4.17313 -4.45791
H -6.27084 1.57401 -3.25098
H -5.88493 1.28555 -1.55022
H -5.57281 2.86775 -2.28693
H -8.35631 1.67398 -1.77856
H -7.59349 2.95270 -0.85910
H -7.94952 1.76432 -5.12613
H -9.70786 1.70270 -4.95017
H -8.68323 1.07726 -3.66663
*
```


Record 3
Computed, not measured: 13 unconnected molecules or ions with the total composition C29H60Cl2N12O28 in a non-equilibrium geometry, with the ωB97M-V functional and the def2-TZVPD basis.

Relative energy (zero: lowest compared OMol25 entry of this formula, charge and spin) (kJ/mol): 826.3
M (g/mol): 1095.76
Orbital gap (eV): 7.7
Energy (eV): -131256.540
E_LUMO (eV): -1.38

Structure (ORCA input):
```
! wB97M-V def2-TZVPD RIJCOSX def2/J DEFGRID3
* xyz 0 1
C -1.45497 2.52849 0.68583
O -0.56865 1.61506 -0.05803
C -1.33795 0.70851 -0.93444
C -1.05445 -0.88990 -0.67952
C -0.89959 -1.32004 0.89631
C 0.34632 -2.40279 1.16576
C 1.83542 -1.72134 1.00159
C 2.31767 -0.82611 2.30065
C 3.55502 0.13495 1.76035
C 3.02587 1.42148 0.84917
C 4.20718 2.05467 -0.09733
C 4.08066 1.70447 -1.69387
C 5.06259 2.04855 -2.75766
C 6.49830 2.83894 -2.71864
Cl 6.70362 4.49310 -3.57630
C 7.62554 2.19361 -1.99258
C 7.56668 0.75175 -1.21398
Cl 9.25824 3.14572 -2.00936
C 4.50574 1.48388 -4.20354
O 5.15048 1.01007 -5.27266
O 3.03311 1.60474 -3.94016
C 2.91442 0.97300 -2.58392
O 2.03909 0.00230 -2.31127
H -0.87983 3.48033 1.11687
H -1.91880 1.93204 1.60615
H -2.34396 2.96095 0.04562
H -2.49904 0.88765 -0.74032
H -1.13872 1.06121 -2.03970
H -1.94109 -1.47743 -1.22029
H -0.06244 -1.25290 -1.22842
H -1.88626 -1.85256 1.25328
H -0.67872 -0.39507 1.60314
H 0.23595 -2.94580 2.19643
H 0.26783 -3.22920 0.31296
H 2.68079 -2.49842 0.68959
H 1.75573 -0.96584 0.09568
H 1.46746 -0.17669 2.77573
H 2.73245 -1.55833 3.12681
H 4.26111 -0.51776 1.09342
H 4.11652 0.52446 2.73909
H 2.71240 2.25045 1.64885
H 2.06722 1.18805 0.21999
H 4.23276 3.22393 0.04118
H 5.25507 1.63729 0.28272
H 6.47079 0.31266 -1.08421
H 8.25988 -0.01662 -1.80580
H 8.01821 0.89481 -0.13894
C 2.50628 5.96662 1.19177
N 3.51699 5.25800 2.02232
O 4.62515 5.05354 1.51333
O 3.16939 4.92706 3.16191
H 2.94650 6.19606 0.21905
H 1.64746 5.30176 1.07919
H 2.23246 6.88379 1.71715
C -3.06218 -0.35648 -4.83246
N -4.15081 0.38495 -4.14063
O -5.30354 -0.03924 -4.28258
O -3.81738 1.37189 -3.47445
H -3.49795 -1.19643 -5.37765
H -2.57526 0.33837 -5.51977
H -2.36779 -0.71139 -4.06822
C -1.07558 8.56405 0.48850
N -0.92769 7.18965 1.03862
O -1.18864 7.02824 2.23642
O -0.55387 6.31152 0.25238
H -1.40884 9.23023 1.28711
H -0.09958 8.87426 0.10971
H -1.81690 8.52064 -0.31199
C 1.69584 3.20833 5.47383
N 1.27358 1.83760 5.07852
O 0.94381 1.06350 5.98456
O 1.28498 1.57742 3.86973
H 1.63720 3.29635 6.56077
H 2.72281 3.34875 5.13044
H 1.01600 3.91429 4.99252
C -3.19509 -4.69706 -2.39933
N -2.69448 -3.64648 -3.32624
O -2.76859 -3.87900 -4.53839
O -2.24131 -2.61792 -2.81077
H -3.56261 -5.54085 -2.98720
H -2.35990 -5.00302 -1.76598
H -4.00170 -4.25821 -1.80856
C 4.25474 -5.48345 0.09333
N 2.78120 -5.42693 -0.10404
O 2.36331 -4.76587 -1.06178
O 2.08556 -6.04791 0.70805
H 4.73880 -4.89563 -0.68947
H 4.47155 -5.06608 1.07877
H 4.55570 -6.53117 0.03068
C -4.07255 -3.10991 4.67501
N -3.20165 -2.97362 3.47650
O -2.71387 -4.00983 3.01043
O -3.03233 -1.83018 3.03732
H -4.13225 -4.16507 4.95015
H -3.61983 -2.52666 5.47947
H -5.05920 -2.72377 4.41109
C 0.77738 -4.14887 5.22048
N -0.31125 -3.40744 5.91232
O -1.46398 -3.83163 5.77037
O 0.02218 -2.42050 6.57850
H 0.34161 -4.98882 4.67530
H 1.26430 -3.45402 4.53318
H 1.47177 -4.50378 5.98473
C -6.27277 -0.40036 1.20901
N -6.12487 -1.77476 1.75912
O -6.38582 -1.93616 2.95693
O -5.75106 -2.65289 0.97289
H -6.60602 0.26582 2.00762
H -5.29676 -0.09014 0.83021
H -7.01408 -0.44376 0.40852
C -7.61399 -1.29924 -6.05175
N -8.84939 -2.12389 -6.13681
O -9.81047 -1.64234 -6.74781
O -8.81942 -3.23148 -5.58784
H -7.78228 -0.35581 -6.57545
H -7.40827 -1.12184 -4.99416
H -6.80761 -1.86396 -6.52404
C -7.19492 3.38802 -0.69690
N -6.18421 2.67939 0.13364
O -5.07605 2.47493 -0.37534
O -6.53181 2.34846 1.27324
H -6.75470 3.61746 -1.66963
H -8.05375 2.72316 -0.80948
H -7.46875 4.30519 -0.17152
C 7.38335 -3.29229 -3.09027
N 7.53125 -4.66669 -2.54016
O 7.27030 -4.82810 -1.34235
O 7.90506 -5.54482 -3.32639
H 7.05010 -2.62611 -2.29166
H 8.35936 -2.98208 -3.46906
H 6.64204 -3.33570 -3.89076
*
```


Record 4
Computed, not measured: 7 unconnected molecules or ions with the total composition C29H60ClN4O18 in a non-equilibrium geometry, with the ωB97M-V functional and the def2-TZVPD basis.

Relative energy (zero: lowest compared OMol25 entry of this formula, charge and spin) (kJ/mol): 0.0
M (g/mol): 788.26
Orbital gap (eV): 8.5
Energy (eV): -86379.391
E_LUMO (eV): -3.40

Structure (ORCA input):
```
! wB97M-V def2-TZVPD RIJCOSX def2/J DEFGRID3
* xyz 1 1
N 8.07935 4.90780 -1.01231
C 6.80352 4.41484 -1.47016
N 5.79834 5.50236 -1.62281
C 4.50011 5.33177 -1.59342
N 3.90491 4.13003 -1.39304
C 3.11295 4.14261 -0.13814
C 2.03737 5.19910 -0.30694
C 2.65889 6.54710 -0.63807
Cl 1.41422 7.67870 -1.16989
N 3.63932 6.40521 -1.75982
H 8.20794 4.69903 -0.03171
H 8.19375 5.90843 -1.10677
H 6.41771 3.70826 -0.74020
H 6.90411 3.92207 -2.43608
H 6.17210 6.42265 -1.80258
H 4.52016 3.33758 -1.51849
H 3.75377 4.42440 0.70351
H 2.69181 3.17015 0.08941
H 1.39444 5.26547 0.56551
H 1.40124 4.93093 -1.15098
H 3.13956 6.97242 0.24110
H 4.20358 7.25130 -1.75872
C 3.54620 2.08460 -8.77763
C 3.63212 1.32334 -7.47464
O 3.92618 2.20098 -6.36455
C 2.89632 2.88128 -5.88986
O 1.75263 2.82103 -6.25624
O 3.32815 3.65985 -4.88599
C 2.31829 4.51342 -4.33517
H 4.45492 2.66460 -8.94087
H 3.42139 1.38964 -9.60689
H 2.70081 2.77141 -8.77506
H 4.45637 0.61428 -7.49341
H 2.71561 0.77262 -7.26876
H 1.42705 3.94824 -4.06638
H 2.05469 5.29964 -5.04060
H 2.76827 4.93963 -3.44695
C -1.33823 2.34414 -5.37145
C -1.68625 1.08949 -4.60304
O -3.07960 1.03078 -4.25796
C -3.89230 0.63817 -5.24308
O -3.55522 0.31648 -6.35057
O -5.14058 0.65828 -4.78190
C -6.13817 0.29590 -5.74515
H -1.67734 3.22783 -4.82567
H -0.25846 2.41072 -5.51318
H -1.81872 2.35129 -6.34878
H -1.16935 1.07382 -3.64286
H -1.40496 0.19182 -5.15221
H -5.90133 -0.66006 -6.20516
H -6.21916 1.06619 -6.50952
H -7.07168 0.22182 -5.19626
C 1.59607 -3.38214 2.60500
C 2.30583 -2.08206 2.89835
O 2.62328 -1.34846 1.69540
C 1.62104 -0.66826 1.16180
O 0.50719 -0.55337 1.59675
O 2.06608 -0.09187 0.03180
C 1.06808 0.64039 -0.67634
H 2.16235 -3.99872 1.90630
H 1.45504 -3.93282 3.53442
H 0.61491 -3.19366 2.16992
H 3.26583 -2.26422 3.37632
H 1.70884 -1.46023 3.56443
H 0.57619 1.36072 -0.02325
H 0.32501 -0.02724 -1.10829
H 1.58708 1.16221 -1.47865
C -3.56970 1.43750 -1.04211
C -5.04743 1.39636 -1.35571
O -5.80524 0.87150 -0.25148
C -6.03668 1.72682 0.74003
O -5.68955 2.87951 0.78302
O -6.72982 1.09019 1.68305
C -7.02462 1.87926 2.83850
H -3.21926 0.45211 -0.72934
H -3.00731 1.74836 -1.91850
H -3.36870 2.13702 -0.22977
H -5.24598 0.72466 -2.18533
H -5.42513 2.38219 -1.62438
H -7.50471 2.81385 2.55832
H -6.11363 2.08480 3.39828
H -7.70072 1.28400 3.44428
C -3.15111 -4.69965 6.32713
C -1.71633 -4.57328 6.78639
O -1.00115 -3.57841 6.02877
C -1.21231 -2.31652 6.39119
O -1.90518 -1.93389 7.29524
O -0.50512 -1.53428 5.56968
C -0.66952 -0.13344 5.79466
H -3.19134 -4.88899 5.25398
H -3.63768 -5.52539 6.84481
H -3.70782 -3.78587 6.53181
H -1.17567 -5.50140 6.61075
H -1.65356 -4.33932 7.84829
H -0.48737 0.11761 6.83722
H -1.67144 0.18092 5.50733
H 0.06248 0.36011 5.16130
C -0.58897 -10.95850 6.45783
C 0.12380 -9.63177 6.59758
O 0.37716 -9.02740 5.31719
C -0.65892 -8.40178 4.76714
O -1.75269 -8.26955 5.25243
O -0.27369 -7.92412 3.58286
C -1.30736 -7.26373 2.84938
H -0.03390 -11.61933 5.79152
H -0.68038 -11.43920 7.43149
H -1.58785 -10.82247 6.04555
H 1.10772 -9.76795 7.04156
H -0.43810 -8.93987 7.22393
H -1.78733 -6.49957 3.45705
H -2.04798 -7.98311 2.50437
H -0.82697 -6.79851 1.99366
*
```